No. 1
Computed, not measured: a cluster of 10 separate species, C28H49BBr18 in total at a distorted geometry, with the ωB97M-V functional and the def2-TZVPD basis.

```
! wB97M-V def2-TZVPD RIJCOSX def2/J DEFGRID3
* xyz 0 1
C -3.60382 -0.41656 0.95963
H -5.67969 -1.83493 1.38753
C -0.06616 -0.03202 -0.37900
C 2.60622 11.37866 -4.94142
H 6.73316 -8.76025 6.68705
H 3.51631 11.94667 -5.11777
Br 3.05889 -6.02408 3.34188
C 4.04740 -1.92773 6.00975
Br -1.63689 -1.82957 2.74963
Br 1.74467 -3.02632 1.90168
H 5.26129 -7.77227 6.65540
H -0.80587 -4.18399 2.84644
C 1.11614 -3.52910 -2.60847
Br -0.08273 -1.14771 -3.66648
C 0.82730 -2.97429 3.62150
H 0.29190 8.18031 -5.22917
H -5.52087 -3.12541 -2.05481
H -1.11974 7.52298 -7.31436
H 3.12229 -0.29231 7.03867
H -0.83596 -0.75388 -0.08012
C -5.84686 -1.30730 0.46024
Br 4.61032 -3.75637 6.36571
H 4.96834 -1.36252 5.89004
Br -3.12194 -2.59617 -1.88152
H -0.87942 9.26166 -7.05688
H 1.02606 -4.59387 -2.40602
H 1.75892 12.98053 -3.79806
Br 8.57850 -7.50912 4.76048
C 1.87957 11.90189 -3.73350
Br 1.32294 6.21881 -6.31067
Br 3.19022 9.54362 -4.67868
C 0.77814 -7.57316 2.62559
H -4.47654 -4.54955 -0.14979
H 0.37702 -8.50665 2.23866
H 7.07644 -6.22296 6.23391
C -1.53249 5.90161 -3.77476
Br 1.41716 -2.06978 7.15114
H 1.07821 -2.98020 -1.67386
H 1.10320 0.70873 1.20270
Br -0.35758 -7.11839 4.14128
H 0.97731 -1.98126 4.02996
C 2.21167 -7.74370 3.03665
H 3.65705 -1.59444 8.11720
C -0.38134 8.31611 -7.26068
H -2.14745 5.92820 -4.66843
C -2.75220 1.56892 0.03025
H -0.61688 6.46230 -3.95022
H -0.91786 -3.43464 -3.26428
H -4.58840 -4.12230 -3.18603
H 6.30965 -6.49267 4.65708
H -1.60125 2.84096 -1.19802
Br -4.05929 5.73050 -2.43347
C 6.85148 -6.96425 5.47044
C 0.06026 -3.09016 -3.58507
H 1.55735 8.69008 -6.35443
C -1.68115 2.61947 -0.13793
Br 0.07071 11.18757 -3.62987
H 0.24927 -3.43173 -4.59707
H -2.35261 7.50204 -2.60781
H -1.74332 6.15281 -1.63048
C 0.68836 8.05641 -6.23458
C -3.91787 1.68946 -0.64743
H -4.06050 2.54507 -1.28576
H -2.05358 3.53205 0.32054
H -1.06548 -3.51740 4.46734
C -4.89700 0.78333 -0.52282
H 2.78435 -8.21034 2.23840
C -0.63049 -3.32782 3.48867
H 3.51006 -1.94308 5.06709
C -2.24419 6.42096 -2.55459
H 0.64339 -6.79066 1.88877
Br -3.37533 -6.25273 -1.59615
H 1.35035 -3.70360 4.23840
H -6.79757 -0.80394 0.57540
H -1.73167 0.39644 1.41225
H -5.88207 -1.98419 -0.38282
C 0.32492 0.94003 0.48437
Br 0.37087 8.50867 -9.04413
H 0.31893 -0.18634 -1.38616
Br -0.96147 4.06397 -3.53653
C 3.23260 -1.36876 7.14531
H 1.99594 11.39111 -5.83904
H 2.33177 -8.32138 3.94670
Br 2.90911 -3.29389 -3.32641
H 2.37302 11.64849 -2.80190
H -3.52089 -1.32348 1.59808
C -4.68554 -4.88201 -1.16108
H -5.80511 0.95727 -1.07083
C 6.10671 -8.12623 6.06956
H -5.64837 -5.38674 -1.18465
C -4.64856 -3.76584 -2.16352
Br 5.33480 -9.26488 4.69399
C -4.76004 -0.29569 0.29444
H 0.30411 3.12636 1.15218
B -0.29186 2.27005 0.56093
C -2.62875 0.50647 0.84465
*
```

Computed properties:
SMILES   C=CBCc1ccc(C)cc1.BrCCBr.BrCCBr.BrCCBr.BrCCBr.BrCCBr.BrCCBr.BrCCBr.BrCCBr.BrCCBr
HOMO   -0.26460 hartree
HOMO-LUMO gap   6.0 eV

Here are the Mulliken charges for atoms 1 to 4, given in e:
1. C 0.440
2. H 0.360
3. C 0.790
4. C -0.609

***

No. 2
Computed, not measured: a structure of composition C53H42AsIrN5O2S at a distorted geometry, with the ωB97M-V functional and the def2-TZVPD basis.

```
! wB97M-V def2-TZVPD RIJCOSX def2/J DEFGRID3
* xyz 2 6
S -1.71881 2.02864 1.42453
H 0.01597 5.27306 -1.33905
C -2.76441 3.15782 -0.71739
H -3.48699 4.13949 -2.46939
C 0.88448 1.12988 3.35404
C -3.02125 2.80814 0.62073
C 4.65850 -3.46992 2.35037
C 0.12495 -0.22390 5.28304
C -3.24367 -0.77978 -2.80031
H -2.75562 -2.09130 -4.42522
H 4.54970 -0.61044 0.51492
C 2.91591 3.09994 -1.92648
As -1.03484 2.49822 -1.30593
C 2.27350 -2.47164 -3.34738
H 1.69638 -2.54013 7.16807
C 1.79798 -2.77157 -1.90212
C -1.21764 -0.64077 -4.07936
C -2.43658 -1.25273 -3.82386
H 3.21648 -2.96243 -3.58360
H 6.15978 -2.19085 1.49266
O 2.47817 -1.06039 -3.38633
C -0.26425 5.07093 -2.36884
H -4.19893 -1.24410 -2.60512
O 2.02460 2.96000 2.41486
H 2.76940 4.17884 -0.05681
C -1.62021 -5.33484 -2.01537
C 2.30010 0.79029 -1.82267
H -1.42181 2.55473 -4.33501
H 3.27970 3.94444 -2.48764
H 1.52992 -2.74038 -4.10365
H -1.29327 4.33497 -6.00844
H -4.69013 -1.35320 2.91257
C -4.25118 3.10746 1.20875
C 2.17821 2.13292 0.13568
H -3.18725 -2.56328 4.44336
C 0.58104 -3.65646 -1.87848
C 1.12487 0.02911 4.34797
N 1.25703 0.89663 1.95543
H -1.44190 -0.73225 0.19561
C 2.37788 -2.77681 2.03055
C 2.76981 1.86965 -2.56029
C 1.66614 2.42233 3.69076
H 3.45831 -2.12107 5.50503
H -0.19528 1.33102 3.36083
H 1.09021 3.17029 4.23600
H -0.44400 -1.31887 7.02887
H 0.14176 0.92117 -3.51418
C -0.96797 -1.84105 1.97807
C 2.10437 -0.56947 -2.21449
C 2.52126 -1.59424 5.43297
H -2.47560 -5.98674 -2.08909
C -3.64971 -1.47168 2.65866
H 0.10857 7.06955 -3.03530
H 1.75146 -5.43903 -2.03233
H -0.83056 -2.05890 -1.74977
N 2.00350 0.94017 -0.49783
C -0.34243 -5.86706 -2.05182
C -0.69837 -3.12866 -1.82501
C 2.84812 -1.63597 1.29582
C -0.56654 5.81140 -4.63000
Ir 1.29031 -0.57153 0.48280
H 2.60405 -3.26150 -1.33772
H -0.20096 -6.93253 -2.13217
C -1.06241 3.53480 -4.04839
H 3.02440 1.73678 -3.60057
C -0.99738 4.54691 -4.99169
H -2.79092 -3.54972 -1.86206
C 1.52906 -1.83273 6.37050
C -3.70420 3.85129 -1.44734
N 1.06889 -2.94436 2.13703
C -0.70122 3.80558 -2.73675
C 0.75519 -5.03096 -1.98609
H -0.81285 -2.93083 3.82292
H 3.11895 -0.45116 3.72426
C 2.32911 -0.65643 4.43172
C -1.79661 -3.96667 -1.89322
H -4.44785 2.82707 2.23271
C -1.83493 -1.11311 1.13441
C 5.10400 -2.35331 1.63951
C -5.19125 3.78700 0.45612
N 0.31807 -2.01804 1.57872
H -3.48576 0.67814 -1.25050
C -1.62100 0.92249 -2.29100
C -4.91983 4.17705 -0.85286
H -5.65963 4.72768 -1.41384
C 2.62894 3.23846 -0.56518
C 0.32692 -1.14784 6.29243
C -2.83775 0.29979 -2.03301
C -3.15849 -0.94327 1.46921
N 1.60960 -1.43621 -1.34507
C -0.80396 0.42961 -3.30665
C -0.21078 6.07872 -3.31722
H 2.95372 -4.55649 3.07814
H -0.80888 0.31848 5.23072
H -0.59530 -0.99610 -4.88713
H 5.38006 -4.17534 2.73174
C -1.47722 -2.36678 3.18529
C 3.31912 -3.69308 2.54896
H -0.50394 6.58765 -5.37621
C -2.80045 -2.16946 3.51444
H -6.14518 4.03080 0.89495
C 4.19058 -1.45306 1.08848
H -3.82231 -0.41435 0.80218
C 1.81906 2.00778 1.52191
H 2.58213 2.20764 4.25390
*
```

Computed properties:
Energy above the lowest of the compared OMol25 structures with the same formula, charge and spin   0.8918 eV
HOMO (alpha / beta)   -0.40490 / -0.47716 hartree
HOMO-LUMO gap (alpha / beta)   5.7 / 4.9 eV

Here are the Mulliken charges for atoms 1 to 4, given in e:
1. S 0.089
2. H 0.428
3. C -0.675
4. H 0.535

***

No. 3
Computed, not measured: a structure of composition CH3FN2OS at a distorted geometry, with the ωB97M-V functional and the def2-TZVPD basis.

```
! wB97M-V def2-TZVPD RIJCOSX def2/J DEFGRID3
* xyz 0 1
S 2.47614 0.57325 0.54752
H -2.09815 0.40360 -0.38551
H -0.86995 -1.10646 -0.29927
C -1.09830 -0.11699 0.03573
N 1.38788 -0.33608 -0.12528
O 1.32223 -1.49814 -0.41480
N -0.11658 0.58229 -0.60552
H 0.04191 1.50451 -0.15452
F -1.04519 -0.00597 1.40166
*
```

Computed properties:
Energy above the lowest of the compared OMol25 structures with the same formula, charge and spin   3.4034 eV
HOMO   -0.35473 hartree
HOMO-LUMO gap   8.7 eV

Here are the natural (NBO) charges for atoms 1 to 4, given in e:
1. S 0.189
2. H 0.187
3. H 0.193
4. C 0.134